1 | {
  "formula": "C4H6FN",
  "method": "ωB97M-V/def2-TZVPD",
  "symbols": ["C", "C", "C", "C", "N", "F", "H", "H", "H", "H", "H", "H"],
  "xyz": [[-1.808, 1.236, -0.987], [-0.992, 0.617, -0.369], [0.155, 0.052, 0.338], [0.186, -1.465, 0.206], [1.235, 0.746, -0.198], [0.058, 0.439, 1.719], [-2.600, 1.779, -1.332], [0.760, -2.004, 1.068], [-0.811, -1.748, 0.243], [0.401, -1.762, -0.796], [1.292, 1.851, -0.057], [2.125, 0.259, 0.165]],
  "homo_ev": -9.94,
  "smiles": "C#C[C@@](C)(N)F",
  "charge": 0,
  "gap_ev": 10.99,
  "e_lumo_ev": 1.05
}

2 | {
  "formula": "C4H6FN",
  "method": "ωB97M-V/def2-TZVPD",
  "symbols": ["F", "C", "C", "C", "C", "N", "H", "H", "H", "H", "H", "H"],
  "xyz": [[-2.576, -0.840, 0.008], [-2.081, 0.445, -0.112], [-0.762, 0.649, -0.084], [0.224, -0.406, -0.073], [1.550, -0.132, 0.595], [1.465, -0.127, -0.798], [-2.841, 1.189, -0.251], [-0.472, 1.638, -0.079], [-0.185, -1.368, -0.015], [2.027, -0.990, 1.012], [1.766, 0.874, 1.001], [1.885, -0.931, -1.203]],
  "homo_ev": -9.10,
  "smiles": "F/C=C\\[C@@H]1CN1",
  "charge": 0,
  "gap_ev": 10.27,
  "e_lumo_ev": 1.16
}

3 | {
  "formula": "C4H6FN",
  "method": "ωB97M-V/def2-TZVPD",
  "symbols": ["C", "C", "C", "C", "F", "H", "H", "H", "N", "H", "H", "H"],
  "xyz": [[-1.123, -2.075, -0.867], [-1.173, -0.970, -0.385], [-1.174, 0.287, 0.253], [-1.075, 0.465, 1.536], [-1.317, 1.336, -0.594], [-0.948, -3.051, -1.161], [-1.311, 1.390, 1.965], [-1.208, -0.311, 2.164], [2.089, 0.814, -0.670], [2.771, 1.509, -0.461], [2.520, 0.044, -0.183], [1.949, 0.562, -1.598]],
  "homo_ev": -9.37,
  "smiles": "C#CC(=C)F.N",
  "charge": 0,
  "gap_ev": 10.30,
  "e_lumo_ev": 0.92
}

Name the most stable of them. 2.

1 | {
  "formula": "C2H7N4S",
  "method": "ωB97M-V/def2-TZVPD",
  "symbols": ["N", "N", "C", "C", "N", "S", "N", "H", "H", "H", "H", "H", "H", "H"],
  "xyz": [[-2.196, -0.897, -0.163], [-0.927, -0.523, -0.198], [-0.355, 0.444, -0.824], [1.414, 0.327, -0.715], [1.774, 1.351, 0.345], [1.521, -1.290, -0.034], [-0.098, -1.199, 0.714], [-2.779, -0.135, -0.337], [-2.585, -1.743, 0.272], [-0.760, 1.043, -1.656], [1.220, 2.146, 0.083], [2.745, 1.521, 0.121], [1.581, 1.027, 1.403], [-0.556, -2.073, 0.989]],
  "homo_ev": -12.21,
  "smiles": "NN1C=C([NH3+])SN1",
  "charge": 1,
  "gap_ev": 7.96,
  "e_lumo_ev": -4.25
}

2 | {
  "formula": "C2H7N4S",
  "method": "ωB97M-V/def2-TZVPD",
  "symbols": ["C", "C", "N", "N", "N", "N", "S", "H", "H", "H", "H", "H", "H", "H"],
  "xyz": [[-0.920, 0.672, 0.008], [-0.594, -1.725, 0.104], [1.595, -0.070, 0.081], [-1.286, -0.618, -0.069], [-1.912, 1.626, -0.101], [2.891, -0.035, -0.144], [0.708, 1.250, 0.097], [-1.093, -2.662, -0.062], [0.425, -1.704, 0.427], [-2.269, -0.734, -0.322], [-2.735, 1.518, 0.476], [-1.601, 2.584, -0.145], [3.369, -0.919, -0.071], [3.421, 0.816, -0.280]],
  "homo_ev": [-11.71, -11.64],
  "charge": 1,
  "gap_ev": [7.67, 6.99],
  "e_lumo_ev": [-4.04, -4.65]
}

Name the most stable of them. 2.

1 | {
  "formula": "C10H16N2O",
  "method": "ωB97M-V/def2-TZVPD",
  "symbols": ["C", "C", "C", "C", "O", "N", "C", "C", "C", "C", "N", "C", "C", "H", "H", "H", "H", "H", "H", "H", "H", "H", "H", "H", "H", "H", "H", "H", "H"],
  "xyz": [[2.613, 2.157, -1.079], [1.653, 1.692, -0.063], [1.792, 0.234, 0.198], [1.349, -0.465, -0.911], [1.617, -1.942, -0.927], [1.253, -0.318, 1.494], [0.054, 0.167, 1.993], [-1.092, -0.046, 0.980], [-1.307, -1.313, 0.450], [-2.326, -1.590, -0.529], [-3.029, -0.607, -1.079], [-2.877, 0.572, -0.573], [-1.872, 1.019, 0.234], [3.598, 1.357, -0.991], [3.102, 3.302, -0.973], [2.080, 1.982, -2.041], [2.006, 2.371, 0.774], [0.587, 1.846, -0.351], [2.821, -0.069, 0.243], [0.379, -0.463, -1.426], [2.097, -0.017, -1.692], [1.685, -2.214, 0.037], [1.847, -0.147, 2.254], [-0.116, 1.308, 2.295], [-0.265, -0.469, 2.905], [-0.597, -2.099, 0.776], [-2.344, -2.630, -1.112], [-3.684, 1.305, -0.866], [-1.624, 2.093, 0.486]],
  "homo_ev": -9.17,
  "smiles": "CC[C@H](CO)NCc1ccncc1",
  "charge": 0,
  "gap_ev": 9.77,
  "e_lumo_ev": 0.60
}

2 | {
  "formula": "C10H16N2O",
  "method": "ωB97M-V/def2-TZVPD",
  "symbols": ["C", "O", "C", "C", "C", "N", "C", "C", "C", "C", "C", "C", "N", "H", "H", "H", "H", "H", "H", "H", "H", "H", "H", "H", "H", "H", "H", "H", "H"],
  "xyz": [[-2.780, 0.261, 1.152], [-2.108, 0.377, -0.067], [-0.737, 0.092, 0.040], [0.113, 1.195, 0.285], [-0.479, 2.545, 0.523], [0.582, 3.552, 0.514], [1.486, 0.914, 0.283], [2.029, -0.314, -0.129], [3.483, -0.606, -0.125], [1.129, -1.334, -0.573], [-0.225, -1.168, -0.375], [-1.216, -2.180, -0.792], [-0.581, -3.414, -0.983], [-2.190, 0.816, 2.013], [-2.840, -0.875, 1.515], [-3.865, 0.745, 0.907], [-1.203, 2.483, 1.493], [-1.274, 2.739, -0.320], [0.907, 3.611, -0.500], [0.439, 4.517, 0.861], [2.101, 1.812, 0.496], [3.763, -1.027, 0.889], [3.639, -1.271, -1.018], [4.147, 0.241, -0.120], [1.504, -2.292, -1.056], [-1.722, -1.853, -1.764], [-2.058, -2.208, -0.034], [-1.334, -4.170, -1.131], [0.020, -3.673, -0.146]],
  "homo_ev": -8.24,
  "smiles": "COc1c(CN)cc(C)cc1CN",
  "charge": 0,
  "gap_ev": 9.10,
  "e_lumo_ev": 0.86
}

Name the most stable of them. 2.

1 | {
  "formula": "C3H7N3S",
  "method": "ωB97M-V/def2-TZVPD",
  "symbols": ["C", "C", "N", "N", "N", "C", "S", "H", "H", "H", "H", "H", "H", "H"],
  "xyz": [[-0.637, 1.306, 0.553], [-0.809, -0.116, 0.163], [-1.903, -0.660, -0.213], [-3.011, 0.147, -0.295], [0.246, -1.047, 0.359], [1.568, -0.887, 0.144], [2.394, 0.450, -0.332], [-0.449, 1.935, -0.315], [-1.572, 1.642, 1.081], [0.240, 1.436, 1.225], [-2.843, 1.020, -0.755], [-3.710, -0.325, -0.828], [-0.085, -1.997, 0.468], [2.062, -1.810, 0.329]],
  "homo_ev": -8.48,
  "smiles": "C/C(=N\\N)NC=S",
  "charge": 0,
  "gap_ev": 9.02,
  "e_lumo_ev": 0.54
}

2 | {
  "formula": "C3H7N3S",
  "method": "ωB97M-V/def2-TZVPD",
  "symbols": ["C", "C", "C", "N", "N", "N", "S", "H", "H", "H", "H", "H", "H", "H"],
  "xyz": [[-0.097, 1.271, 1.486], [0.107, -0.252, 1.727], [0.479, 0.223, -2.135], [0.034, 1.902, 0.419], [-1.355, -1.593, 0.031], [0.946, -0.015, -0.752], [0.173, -1.201, 0.177], [-0.396, 1.810, 2.362], [1.207, -0.258, 2.074], [-0.673, -0.478, 2.395], [0.850, -0.643, -2.627], [-0.586, 0.148, -2.109], [0.877, 1.183, -2.254], [-1.566, -2.097, -0.794]],
  "homo_ev": [-8.57, -8.32],
  "charge": 0,
  "gap_ev": [7.94, 8.02],
  "e_lumo_ev": [-0.63, -0.30]
}

3 | {
  "formula": "C3H7N3S",
  "method": "ωB97M-V/def2-TZVPD",
  "symbols": ["C", "C", "C", "H", "H", "H", "H", "H", "H", "H", "N", "N", "N", "S"],
  "xyz": [[-2.112, 0.838, -0.028], [-0.193, -0.809, 0.188], [2.223, 0.195, 0.001], [-2.689, 0.963, 1.526], [-3.183, 0.518, -0.862], [-1.146, 1.786, -0.488], [-2.098, -1.312, 0.037], [0.360, 1.030, -0.667], [2.661, 0.986, -0.898], [3.904, -0.648, 0.289], [-1.565, -0.581, -0.267], [0.748, 0.203, 0.072], [2.839, -0.885, 0.529], [0.253, -2.285, 0.569]],
  "homo_ev": -8.11,
  "charge": 0,
  "gap_ev": 7.81,
  "e_lumo_ev": -0.31
}

Name the most stable of them. 1.